No. 1
Formula: C27H36INO2P3Yb
Source: the Open Molecules 2025 dataset
Level of theory: ωB97M-V/def2-TZVPD

For the LUMO energy (spin up / spin down), the calculation gives -6.5 / -6.5 eV. Its charge is +2. The value obtained for the total energy is -3735.64805 Eh. The spin multiplicity is 2.

```
71
Properties=species:S:1:pos:R:3:mulliken_charge:R:1
Yb -0.08 -0.02 -2.63 0.636
I -0.14 -2.43 -3.88 -0.302
P 2.80 0.23 -2.34 0.681
P -2.94 0.31 -2.26 0.749
P -0.02 -0.02 1.79 1.052
O -0.12 0.99 -4.60 -0.577
O 0.17 2.68 -0.76 -0.476
N -0.11 0.39 -0.02 0.454
C 4.08 1.50 3.24 -0.599
C -1.24 0.96 2.65 0.380
C -2.21 1.60 4.80 -0.748
C 0.56 -4.01 2.35 -0.856
C 3.15 2.37 2.66 -0.747
C -0.57 -4.37 3.10 -0.503
C -0.11 -0.07 -5.18 0.543
C 0.68 -2.71 1.83 -0.351
C 3.69 1.41 -1.27 -1.023
C -3.08 2.48 4.14 -0.547
C 3.96 0.13 -3.75 -1.277
C 1.92 1.90 2.22 -0.700
C -1.62 -3.46 3.25 -0.692
C -1.30 0.83 4.06 -0.453
C 3.19 -1.34 -1.48 -0.927
C -3.03 2.59 2.75 -0.690
C -3.97 0.15 -3.76 -1.279
C -0.32 -1.75 2.10 0.235
C -3.99 1.44 -1.28 -1.260
C 3.76 0.15 3.38 -0.659
C -0.11 -0.26 -6.65 -1.102
C -1.51 -2.17 2.73 -0.463
C -3.31 -1.30 -1.45 -1.045
C 1.60 0.53 2.32 0.897
C -2.11 1.85 2.01 -0.253
C 0.05 1.56 -0.35 0.650
C 2.52 -0.34 2.95 -0.416
H 4.77 1.40 -1.50 0.425
H -4.40 -1.44 -1.42 0.431
H -0.63 0.14 4.58 0.446
H -3.71 3.26 2.24 0.472
H -3.60 2.46 -1.42 0.376
H 3.38 3.43 2.56 0.446
H 4.26 -1.56 -1.60 0.472
H -2.34 -1.46 2.83 0.504
H -3.93 1.10 -4.32 0.386
H 1.19 2.61 1.83 0.426
H -2.51 -3.74 3.80 0.440
H 4.03 1.11 -4.24 0.375
H 4.95 -0.18 -3.38 0.470
H 2.59 -2.15 -1.92 0.341
H 5.04 1.88 3.60 0.435
H -3.59 -0.65 -4.40 0.340
H -5.01 -0.05 -3.47 0.473
H -3.79 3.07 4.72 0.423
H 2.94 -1.26 -0.41 0.030
H -0.63 -5.36 3.56 0.431
H 2.27 -1.39 3.09 0.550
H 3.29 2.42 -1.45 0.356
H -3.95 1.19 -0.21 0.291
H 0.78 -0.83 -6.94 0.321
H 1.56 -2.44 1.26 0.427
H -2.91 -1.30 -0.42 0.152
H 1.37 -4.72 2.20 0.463
H -2.23 1.50 5.88 0.452
H 4.47 -0.54 3.84 0.454
H -2.08 1.95 0.92 0.175
H 3.58 -0.60 -4.48 0.349
H 3.54 1.16 -0.21 0.093
H -2.84 -2.12 -2.01 0.362
H -5.03 1.40 -1.64 0.428
H -0.10 0.72 -7.18 0.330
H -1.01 -0.81 -6.95 0.322
```

No. 2
Formula: C27H36O27
Source: the Open Molecules 2025 dataset
Level of theory: ωB97M-V/def2-TZVPD

For the LUMO energy, the calculation gives 0.1 eV. Its charge is 0. The value obtained for the total energy is -3082.03280 Eh. The spin multiplicity is 1.

```
90
Properties=species:S:1:pos:R:3:mulliken_charge:R:1
O -4.47 -1.75 -1.71 -0.039
O 3.03 3.30 -0.07 -0.585
O -1.62 -5.53 -2.21 -0.387
O 0.42 2.46 -3.25 -0.163
O -2.33 -3.53 -1.47 -0.319
O 4.69 2.47 1.21 -0.413
O -1.25 3.75 -4.03 -0.533
O -6.13 -0.95 -2.96 -0.392
O -0.72 -1.53 3.35 -0.336
O 0.15 3.93 4.32 -0.421
O -5.00 -0.14 2.00 -0.428
O 3.94 0.20 -2.03 -0.446
O -0.02 -2.77 1.66 -0.393
O 1.49 -1.79 3.00 -0.575
O -6.09 -0.38 3.95 -0.556
O -0.15 -3.97 -1.64 -0.072
O -3.99 -0.70 -3.63 -0.540
O 0.83 4.59 -3.78 -0.388
O 0.61 2.07 5.46 -0.430
O 0.09 3.96 6.57 -0.542
O 5.78 -0.12 -0.78 -0.243
O -1.06 0.97 1.36 -0.466
O 0.42 0.29 -0.20 0.017
O 2.95 1.19 0.70 0.317
O -1.74 0.32 -0.66 -0.299
O 5.94 0.90 -2.75 -0.336
O -5.09 1.56 3.42 -0.362
C -1.44 -2.77 1.52 0.303
C -5.47 0.29 3.19 0.660
C -1.13 -0.02 -1.91 -0.148
C 7.28 0.68 -2.36 -0.405
C 0.27 3.37 5.55 0.572
C -1.47 -4.27 -1.77 0.398
C -4.33 0.93 1.30 0.893
C -0.11 3.62 -3.72 0.580
C 5.10 0.31 -1.86 0.577
C 0.40 2.95 3.31 0.218
C -4.57 2.14 2.22 -0.398
C 3.71 0.39 1.60 -0.084
C 4.97 1.22 1.84 -0.239
C 0.68 1.66 4.08 0.835
C -0.39 -5.96 -2.80 -0.441
C -6.77 -1.42 -1.77 -0.347
C -1.91 -2.14 2.84 -0.019
C 3.49 2.40 0.56 0.324
C 0.66 -5.03 -2.15 -0.339
C 0.33 -0.31 -1.48 0.174
C -0.79 0.56 0.27 0.197
C 0.35 -2.00 2.71 0.700
C 2.01 4.13 -3.10 -0.330
C -5.64 -2.04 -0.95 0.157
C 1.84 2.61 -3.13 0.506
C -4.80 -1.10 -2.85 0.576
C 7.15 0.28 -0.88 -0.363
H -7.19 -0.55 -1.26 0.242
H 2.33 2.17 -3.99 0.216
H -1.77 -3.80 1.42 0.449
H -5.27 2.86 1.80 0.251
H 5.16 1.39 2.90 0.369
H -5.73 -3.11 -0.77 0.236
H 7.87 1.60 -2.43 0.300
H -1.54 -0.97 -2.24 0.117
H 3.15 0.24 2.52 0.187
H 0.51 -1.39 -1.43 -0.039
H -0.09 0.91 3.98 -0.260
H -4.75 1.08 0.31 0.264
H 1.66 1.26 3.84 -0.152
H 1.27 3.28 2.72 0.084
H -0.44 -5.77 -3.87 0.271
H 1.98 4.57 -2.11 0.248
H -7.62 -2.06 -2.03 0.292
H 3.89 -0.58 1.13 0.253
H -0.22 -7.02 -2.65 0.307
H -0.46 2.89 2.65 0.046
H 2.93 4.40 -3.62 0.340
H -3.28 0.64 1.26 -0.684
H -2.68 -1.39 2.72 -0.202
H 5.85 0.77 1.40 0.002
H 2.20 2.17 -2.21 -0.495
H 7.82 -0.06 -2.96 0.266
H 1.31 -4.65 -2.93 0.287
H -1.30 0.74 -2.66 0.333
H -5.48 -1.59 0.03 -0.107
H -3.63 2.63 2.47 0.272
H -2.22 -2.90 3.56 0.374
H -1.77 -2.20 0.65 -0.278
H 1.07 0.13 -2.14 0.068
H 7.37 1.12 -0.23 0.276
H 7.80 -0.55 -0.61 0.341
H 1.21 -5.51 -1.34 0.299
```

No. 3
Formula: C27H37Cl2N5O3PSW
Source: the Open Molecules 2025 dataset
Level of theory: ωB97M-V/def2-TZVPD

For the LUMO energy (spin up / spin down), the calculation gives -7.5 / -7.6 eV. Its charge is +2. The value obtained for the total energy is -3277.12527 Eh. The spin multiplicity is 2.

```
77
Properties=species:S:1:pos:R:3:mulliken_charge:R:1
W 1.47 -1.79 0.20 1.195
Cl 1.03 -2.01 4.82 -0.141
Cl 6.33 -2.64 5.53 -0.146
S 0.23 -3.87 0.05 -0.430
P -0.64 0.74 -0.14 -1.291
O 1.70 -2.27 -1.81 -0.693
O 3.36 -1.90 0.02 -0.433
O 1.76 -1.87 1.99 -0.008
N -1.38 1.26 -1.52 0.653
N 0.44 1.90 0.32 0.554
N 0.17 -0.65 -0.35 -0.425
N 0.69 -2.93 -2.40 0.473
N -1.83 0.45 0.94 0.741
C 5.01 -2.40 4.47 0.124
C 0.55 -2.79 -3.73 -0.283
C 0.07 3.34 0.19 -0.692
C 1.26 4.15 -0.31 -0.761
C 5.21 -2.29 3.12 -1.123
C -2.84 -0.59 2.94 -1.074
C -0.42 -3.49 -4.39 -0.803
C -4.10 1.14 1.60 -0.767
C 2.62 -2.13 4.18 0.186
C 1.85 1.64 0.60 -0.006
C -1.12 2.33 -3.74 -0.866
C 2.79 -2.04 2.81 0.288
C 4.31 -2.02 0.88 -0.023
C -2.66 1.59 1.40 -0.728
C -0.09 -3.74 -1.66 0.780
C -1.78 -0.72 1.85 0.187
C 2.44 4.07 0.68 -0.667
C 3.71 -2.32 5.00 -0.421
C -4.18 -0.22 2.32 -0.660
C -1.09 -4.46 -2.30 -0.779
C -2.48 0.33 -1.95 -0.444
C 2.41 2.75 1.47 -1.210
C 4.10 -2.11 2.26 0.847
C -2.61 2.00 -3.80 -0.713
C -0.43 1.55 -2.62 -0.316
C -2.81 0.53 -3.43 -0.740
C -1.26 -4.33 -3.66 -0.216
H -0.77 3.42 -0.50 0.576
H -2.17 -0.10 -4.05 0.227
H -2.90 -1.54 3.47 0.458
H -0.26 3.72 1.16 0.463
H 2.44 1.57 -0.33 0.191
H 1.95 0.69 1.13 0.117
H -4.62 1.91 2.17 0.446
H -0.79 -0.84 2.30 -0.106
H 3.56 -2.40 6.07 0.493
H 1.76 2.86 2.35 0.344
H 2.41 4.90 1.38 0.295
H -1.72 -5.11 -1.71 0.459
H -3.01 2.21 -4.79 0.421
H 3.38 4.15 0.13 0.363
H 5.32 -2.05 0.47 0.500
H -2.21 -0.71 -1.75 0.224
H -3.36 0.57 -1.35 0.122
H -2.61 2.37 0.63 0.377
H -1.99 -1.62 1.27 0.201
H -0.98 3.40 -3.60 0.324
H -2.04 -4.89 -4.16 0.457
H 0.00 0.61 -2.99 0.092
H -2.54 0.17 3.67 0.379
H -0.52 -3.38 -5.46 0.468
H 1.57 3.78 -1.29 0.193
H -3.84 0.21 -3.60 0.479
H -3.16 2.62 -3.09 0.308
H 3.40 2.49 1.83 0.409
H -2.25 2.01 2.32 0.523
H 6.21 -2.33 2.71 0.476
H -4.60 1.08 0.63 0.208
H 0.95 5.18 -0.44 0.505
H -4.95 -0.20 3.09 0.406
H -4.47 -1.00 1.61 0.304
H 1.26 -2.13 -4.20 0.502
H 0.40 2.13 -2.21 0.248
H -0.64 2.06 -4.69 0.377
```

> Which of these has the lowest spin multiplicity?

C27H36O27

Please write out number 1 again, unchanged.
Formula: C27H36INO2P3Yb
Source: the Open Molecules 2025 dataset
Level of theory: ωB97M-V/def2-TZVPD

For the LUMO energy (spin up / spin down), the calculation gives -6.5 / -6.5 eV. Its charge is +2. The value obtained for the total energy is -3735.64805 Eh. The spin multiplicity is 2.

```
71
Properties=species:S:1:pos:R:3:mulliken_charge:R:1
Yb -0.08 -0.02 -2.63 0.636
I -0.14 -2.43 -3.88 -0.302
P 2.80 0.23 -2.34 0.681
P -2.94 0.31 -2.26 0.749
P -0.02 -0.02 1.79 1.052
O -0.12 0.99 -4.60 -0.577
O 0.17 2.68 -0.76 -0.476
N -0.11 0.39 -0.02 0.454
C 4.08 1.50 3.24 -0.599
C -1.24 0.96 2.65 0.380
C -2.21 1.60 4.80 -0.748
C 0.56 -4.01 2.35 -0.856
C 3.15 2.37 2.66 -0.747
C -0.57 -4.37 3.10 -0.503
C -0.11 -0.07 -5.18 0.543
C 0.68 -2.71 1.83 -0.351
C 3.69 1.41 -1.27 -1.023
C -3.08 2.48 4.14 -0.547
C 3.96 0.13 -3.75 -1.277
C 1.92 1.90 2.22 -0.700
C -1.62 -3.46 3.25 -0.692
C -1.30 0.83 4.06 -0.453
C 3.19 -1.34 -1.48 -0.927
C -3.03 2.59 2.75 -0.690
C -3.97 0.15 -3.76 -1.279
C -0.32 -1.75 2.10 0.235
C -3.99 1.44 -1.28 -1.260
C 3.76 0.15 3.38 -0.659
C -0.11 -0.26 -6.65 -1.102
C -1.51 -2.17 2.73 -0.463
C -3.31 -1.30 -1.45 -1.045
C 1.60 0.53 2.32 0.897
C -2.11 1.85 2.01 -0.253
C 0.05 1.56 -0.35 0.650
C 2.52 -0.34 2.95 -0.416
H 4.77 1.40 -1.50 0.425
H -4.40 -1.44 -1.42 0.431
H -0.63 0.14 4.58 0.446
H -3.71 3.26 2.24 0.472
H -3.60 2.46 -1.42 0.376
H 3.38 3.43 2.56 0.446
H 4.26 -1.56 -1.60 0.472
H -2.34 -1.46 2.83 0.504
H -3.93 1.10 -4.32 0.386
H 1.19 2.61 1.83 0.426
H -2.51 -3.74 3.80 0.440
H 4.03 1.11 -4.24 0.375
H 4.95 -0.18 -3.38 0.470
H 2.59 -2.15 -1.92 0.341
H 5.04 1.88 3.60 0.435
H -3.59 -0.65 -4.40 0.340
H -5.01 -0.05 -3.47 0.473
H -3.79 3.07 4.72 0.423
H 2.94 -1.26 -0.41 0.030
H -0.63 -5.36 3.56 0.431
H 2.27 -1.39 3.09 0.550
H 3.29 2.42 -1.45 0.356
H -3.95 1.19 -0.21 0.291
H 0.78 -0.83 -6.94 0.321
H 1.56 -2.44 1.26 0.427
H -2.91 -1.30 -0.42 0.152
H 1.37 -4.72 2.20 0.463
H -2.23 1.50 5.88 0.452
H 4.47 -0.54 3.84 0.454
H -2.08 1.95 0.92 0.175
H 3.58 -0.60 -4.48 0.349
H 3.54 1.16 -0.21 0.093
H -2.84 -2.12 -2.01 0.362
H -5.03 1.40 -1.64 0.428
H -0.10 0.72 -7.18 0.330
H -1.01 -0.81 -6.95 0.322
```